C36H45N5O13P | ωB97M-V/def2-TZVPD

Each atom is followed by the atoms it is bonded to, with distances in Å.
Positions of all 100 atoms, in Å:
1 C 1.22 -1.62 1.95  C2 1.525, H20 1.090, H21 1.089, H22 1.093
2 C 2.17 -1.19 0.84  C1 1.525, C3 1.537, H23 1.094, H24 1.091
3 C 1.88 0.19 0.22  C2 1.537, O4 1.423, H25 1.094, H26 1.095
4 O 0.72 0.78 0.80  C3 1.423, C5 1.427
5 C 0.09 1.83 0.07  O4 1.427, P6 1.851, C10 1.543, C19 1.529
6 P 1.35 3.06 -0.48  C5 1.851, O7 1.462, O8 1.609, O9 1.608
7 O 2.38 3.37 0.51  P6 1.462
8 O 1.94 2.56 -1.89  P6 1.609, H27 0.970
9 O 0.46 4.32 -0.95  P6 1.608, H28 0.966
10 C -0.80 2.59 1.08  C5 1.543, C11 1.555, H29 1.087, H30 1.091
11 C -2.29 2.17 1.23  C10 1.555, C12 1.529, C13 1.548, N14 1.501
12 C -3.06 3.43 1.64  C11 1.529, H31 1.091, H32 1.088, H33 1.090
13 C -2.55 1.11 2.34  C11 1.548, H34 1.088, H35 1.090, H36 1.080
14 N -2.84 1.70 -0.08  C11 1.501, O15 1.280, C16 1.498
15 O -3.25 2.64 -0.85  N14 1.280
16 C -2.03 0.68 -0.83  N14 1.498, C17 1.525, C18 1.531, C19 1.528
17 C -1.84 -0.62 -0.07  C16 1.525, H37 1.094, H38 1.081, H39 1.086
18 C -2.76 0.37 -2.14  C16 1.531, H40 1.089, H41 1.089, H42 1.091
19 C -0.67 1.31 -1.15  C5 1.529, C16 1.528, H43 1.096, H44 1.092
20 H 1.15 -0.88 2.74  C1 1.090
21 H 0.23 -1.85 1.56  C1 1.089
22 H 1.61 -2.54 2.40  C1 1.093
23 H 2.13 -1.94 0.04  C2 1.094
24 H 3.19 -1.19 1.21  C2 1.091
25 H 2.73 0.86 0.40  C3 1.094
26 H 1.77 0.10 -0.86  C3 1.095
27 H 1.36 1.94 -2.36  O8 0.970
28 H 0.65 4.56 -1.87  O9 0.966
29 H -0.79 3.65 0.86  C10 1.087
30 H -0.32 2.46 2.04  C10 1.091
31 H -4.13 3.29 1.46  C12 1.091
32 H -2.75 4.31 1.08  C12 1.088
33 H -2.90 3.61 2.71  C12 1.090
34 H -1.63 0.90 2.88  C13 1.088
35 H -3.27 1.49 3.06  C13 1.090
36 H -2.96 0.19 1.95  C13 1.080
37 H -2.81 -1.10 0.09  C17 1.094
38 H -1.37 -0.50 0.90  C17 1.081
39 H -1.22 -1.28 -0.67  C17 1.086
40 H -2.54 1.10 -2.92  C18 1.089
41 H -3.83 0.37 -1.97  C18 1.089
42 H -2.45 -0.62 -2.49  C18 1.091
43 H -0.08 0.54 -1.65  C19 1.096
44 H -0.83 2.12 -1.86  C19 1.092
45 C 0.61 5.53 -7.60  C46 1.389, C50 1.389, H54 1.082
46 C 1.49 4.50 -7.89  C45 1.389, C47 1.385, H55 1.081
47 C 1.55 3.39 -7.07  C46 1.385, C48 1.383, H56 1.079
48 C 0.71 3.33 -5.97  C47 1.383, C49 1.383, N51 1.471
49 C -0.18 4.34 -5.66  C48 1.383, C50 1.385, H57 1.080
50 C -0.22 5.46 -6.48  C45 1.389, C49 1.385, H58 1.081
51 N 0.77 2.15 -5.10  C48 1.471, O52 1.212, O53 1.221
52 O 1.55 1.27 -5.38  N51 1.212
53 O 0.01 2.12 -4.14  N51 1.221
54 H 0.57 6.40 -8.24  C45 1.082
55 H 2.14 4.57 -8.75  C46 1.081
56 H 2.23 2.57 -7.27  C47 1.079
57 H -0.82 4.26 -4.79  C49 1.080
58 H -0.91 6.26 -6.26  C50 1.081
59 C 3.62 -0.58 5.55  C60 1.389, C64 1.389, H68 1.082
60 C 2.53 -1.35 5.94  C59 1.389, C61 1.385, H69 1.081
61 C 1.24 -0.84 5.83  C60 1.385, C62 1.383, H70 1.080
62 C 1.09 0.43 5.32  C61 1.383, C63 1.383, N65 1.474
63 C 2.15 1.22 4.92  C62 1.383, C64 1.386, H71 1.080
64 C 3.43 0.70 5.03  C59 1.389, C63 1.386, H72 1.081
65 N -0.28 0.97 5.16  C62 1.474, O66 1.215, O67 1.216
66 O -1.21 0.25 5.49  N65 1.215
67 O -0.41 2.07 4.68  N65 1.216
68 H 4.62 -0.98 5.63  C59 1.082
69 H 2.68 -2.34 6.34  C60 1.081
70 H 0.38 -1.42 6.13  C61 1.080
71 H 1.98 2.20 4.51  C63 1.080
72 H 4.28 1.29 4.72  C64 1.081
73 C 3.51 -4.16 -4.71  C74 1.389, C78 1.389, H82 1.082
74 C 3.25 -5.04 -3.67  C73 1.389, C75 1.386, H83 1.081
75 C 2.18 -4.80 -2.82  C74 1.386, C76 1.382, H84 1.080
76 C 1.40 -3.69 -3.04  C75 1.382, C77 1.383, N79 1.473
77 C 1.64 -2.79 -4.06  C76 1.383, C78 1.386, H85 1.080
78 C 2.71 -3.04 -4.91  C73 1.389, C77 1.386, H86 1.081
79 N 0.26 -3.43 -2.13  C76 1.473, O80 1.214, O81 1.216
80 O 0.09 -4.19 -1.20  N79 1.214
81 O -0.43 -2.46 -2.37  N79 1.216
82 H 4.34 -4.34 -5.38  C73 1.082
83 H 3.88 -5.90 -3.52  C74 1.081
84 H 1.96 -5.47 -2.00  C75 1.080
85 H 1.01 -1.93 -4.20  C77 1.080
86 H 2.92 -2.35 -5.72  C78 1.081
87 C -3.87 -3.34 2.58  C88 1.389, C92 1.389, H96 1.082
88 C -2.59 -3.68 2.16  C87 1.389, C89 1.387, H97 1.082
89 C -1.61 -3.98 3.10  C88 1.387, C90 1.382, H98 1.080
90 C -1.94 -3.93 4.44  C89 1.382, C91 1.382, N93 1.476
91 C -3.20 -3.60 4.88  C90 1.382, C92 1.385, H99 1.079
92 C -4.17 -3.30 3.93  C87 1.389, C91 1.385, H100 1.081
93 N -0.90 -4.25 5.43  C90 1.476, O94 1.215, O95 1.215
94 O 0.22 -4.51 5.03  N93 1.215
95 O -1.21 -4.22 6.61  N93 1.215
96 H -4.63 -3.10 1.85  C87 1.082
97 H -2.34 -3.70 1.11  C88 1.082
98 H -0.61 -4.24 2.78  C89 1.080
99 H -3.42 -3.56 5.94  C91 1.079
100 H -5.17 -3.03 4.26  C92 1.081

Summary:
Largest force on an atom, eV/A: 1.0
Multiplicity: 2
LUMO energy (alpha / beta), eV: -1.11 / -1.11
E_HOMO (alpha / beta), eV: -7.90 / -9.08
Energy above the lowest of the compared OMol25 structures with the same formula, charge and spin, kcal/mol: 0.0